1:
A structure of composition C7H14O3. Source: the OMol25 dataset; level of theory: the ωB97M-V functional and the def2-TZVPD basis.

Cartesian coordinates (Å):
C -1.370 -0.097 -1.240
C -1.108 -0.881 -2.496
C 1.688 -0.103 -1.065
C 0.575 -0.655 -0.203
O -1.343 1.164 -1.266
O 0.486 -1.812 0.114
H -0.737 1.727 -0.149
H -1.982 -0.617 -0.493
H -0.388 -0.376 -3.137
H -2.052 -0.961 -3.042
H -0.769 -1.889 -2.259
H 1.458 0.917 -1.379
H 2.631 -0.118 -0.517
H 1.807 -0.728 -1.950
C -1.118 0.058 1.925
C 1.375 0.536 2.063
C 0.098 0.657 1.258
O -0.041 1.833 0.674
H 1.556 -0.494 2.365
H -1.194 0.460 2.939
H -1.028 -1.026 1.993
H -2.034 0.335 1.409
H 1.265 1.155 2.958
H 2.225 0.913 1.500

Its lowest unoccupied orbital energy (spin up / spin down) is -0.567 / -0.566 eV. As for the orbital gap (spin up / spin down): 7.357 / 7.358 eV. Its multiplicity is 1. As for the charge: 0. The value obtained for the HOMO energy (spin up / spin down) is -0.2912 / -0.2912 Eh.

2:
An isolated molecule of C7H14O3. Source: the OMol25 dataset; level of theory: the ωB97M-V functional and the def2-TZVPD basis.

Cartesian coordinates (Å):
C -2.352 0.993 0.989
C -1.269 0.404 0.091
C 0.086 0.365 0.805
C 1.193 -0.082 -0.143
C 2.109 1.015 -0.621
C 0.621 -0.919 -1.293
O -0.302 -1.805 -0.743
C -1.676 -1.014 -0.394
O -2.528 -1.049 -1.373
H -2.458 0.403 1.912
H -2.111 2.028 1.271
H -3.323 0.995 0.476
H -1.180 1.041 -0.805
H 0.329 1.337 1.256
H -0.006 -0.359 1.630
H 2.646 1.474 0.219
H 2.840 0.642 -1.352
H 1.491 1.788 -1.096
H 0.211 -0.230 -2.052
H -1.965 -1.613 0.508
H 1.427 -1.489 -1.781
O 1.996 -1.096 0.680
H 1.957 -2.053 0.260
H 2.264 -0.776 1.556

Its lowest unoccupied orbital energy is -0.899 eV. As for the orbital gap: 5.735 eV. Its multiplicity is 1. As for the charge: 0. The value obtained for the HOMO energy is -0.2438 Eh.

So which one is most stable? That would be 1, about 39.5 kcal/mol below the next structure.

1:
A cluster of 2 separate species, C3H11NO2S in total. Source: the OMol25 dataset; level of theory: the ωB97M-V functional and the def2-TZVPD basis.

Cartesian coordinates (Å):
C -1.816 -0.346 -0.398
O -2.050 -0.269 -1.803
C -0.383 -0.849 -0.253
C 0.211 -0.482 1.164
S 1.408 -1.716 1.664
N 0.541 -0.493 -1.355
H -1.879 0.643 0.032
H -2.496 -1.091 0.026
H -1.314 -0.530 -2.359
H -0.472 -1.915 -0.321
H -0.667 -0.397 1.815
H 0.587 0.554 1.136
H 2.503 -0.950 1.495
H 0.525 0.412 -1.942
H 1.491 -0.915 -1.327
H 1.885 2.279 0.864
H 0.908 3.477 0.945
O 1.019 2.588 0.616

Its lowest unoccupied orbital energy is 0.415 eV. As for the orbital gap: 9.192 eV. The SMILES is N[C@H](CO)CS.O. Its multiplicity is 1. As for the charge: 0. The value obtained for the HOMO energy is -0.3225 Eh.

2:
A cluster of 2 separate species, C3H11NO2S in total. Source: the OMol25 dataset; level of theory: the ωB97M-V functional and the def2-TZVPD basis.

Cartesian coordinates (Å):
C 0.011 0.389 0.185
C -0.597 1.665 -0.376
S -2.446 1.448 -0.651
N 1.448 0.408 0.024
C 2.194 -0.563 0.772
O 2.368 -1.797 0.118
H -0.420 -0.468 -0.340
H -0.281 0.256 1.227
H -0.586 2.473 0.343
H -0.236 1.909 -1.358
H -2.778 2.050 0.493
H 1.914 1.287 0.196
H 1.718 -0.750 1.745
H 3.190 -0.149 0.912
H 1.599 -2.010 -0.419
H -1.754 -2.376 -1.315
H -2.751 -1.416 -0.712
O -2.594 -2.358 -0.845

Its lowest unoccupied orbital energy is 0.558 eV. As for the orbital gap: 10.183 eV. The SMILES is OCNCCS.O. Its multiplicity is 1. As for the charge: 0. The value obtained for the HOMO energy is -0.3537 Eh.

So which one is most stable? That would be 2, about 9.4 kcal/mol below the next structure.

1:
A structure of composition C51H66AsBrHfN5O3SSbSi3. Source: the OMol25 dataset; level of theory: the ωB97M-V functional and the def2-TZVPD basis.

Cartesian coordinates (Å):
Hf -0.201 0.074 -0.147
O -2.420 -3.573 1.576
C -3.602 -2.908 1.800
C -4.665 -3.579 2.400
C -5.880 -2.949 2.609
C -6.046 -1.631 2.212
C -4.982 -0.965 1.623
C -3.739 -1.575 1.419
C -2.678 -0.739 0.736
O -1.358 -1.217 0.771
N -2.709 0.637 1.275
N -1.396 1.262 1.244
C -1.093 1.796 2.504
C -0.300 2.796 2.787
Br 1.912 1.082 0.978
C 0.481 3.773 3.172
C 0.026 5.145 3.528
C 0.954 6.081 3.974
C 0.555 7.357 4.359
C -0.785 7.712 4.300
C -1.718 6.787 3.837
C -1.316 5.518 3.456
H -2.514 -4.456 1.950
H -4.531 -4.615 2.701
H -6.695 -3.493 3.073
H -6.994 -1.127 2.350
H -5.112 0.061 1.294
H -3.000 -0.674 -0.306
H -3.066 0.610 2.224
H -1.588 1.317 3.352
H 1.553 3.589 3.271
H 2.003 5.804 4.023
H 1.291 8.070 4.711
H -1.104 8.695 4.624
H -2.765 7.061 3.774
H -2.041 4.796 3.095
O 1.119 -1.603 0.068
N 0.562 -2.815 -0.108
C 0.910 -3.797 0.746
C 0.419 -5.062 0.571
C -0.462 -5.300 -0.483
C -0.825 -4.269 -1.319
C -0.303 -2.991 -1.137
S -0.646 -1.623 -2.159
H 1.575 -3.491 1.540
H 0.717 -5.843 1.257
H -0.866 -6.293 -0.642
H -1.522 -4.417 -2.133
C 1.688 -4.638 -3.419
Si 3.182 -3.661 -2.894
C 3.882 -4.441 -1.368
C 4.467 -3.832 -4.228
Sb 2.629 -1.147 -2.555
Si 4.852 -0.491 -1.433
C 5.056 1.307 -1.126
C 4.692 -1.381 0.167
C 6.257 -1.117 -2.442
Si 2.026 -0.739 -5.067
C 0.753 -1.980 -5.511
C 3.534 -0.896 -6.132
C 1.269 0.918 -5.359
H 1.685 -5.597 -2.892
H 1.732 -4.843 -4.492
H 0.739 -4.138 -3.216
H 3.925 -5.519 -1.561
H 3.279 -4.280 -0.472
H 4.900 -4.096 -1.161
H 4.976 -4.792 -4.078
H 5.223 -3.045 -4.222
H 4.007 -3.850 -5.216
H 4.102 1.807 -0.935
H 5.589 1.807 -1.939
H 5.659 1.398 -0.214
H 4.074 -0.789 0.847
H 5.688 -1.513 0.609
H 4.230 -2.361 0.062
H 6.208 -0.803 -3.490
H 6.329 -2.208 -2.412
H 7.175 -0.700 -2.006
H 1.103 -3.008 -5.411
H 0.476 -1.803 -6.556
H -0.139 -1.864 -4.889
H 3.692 -1.923 -6.462
H 4.452 -0.560 -5.637
H 3.379 -0.272 -7.021
H 0.650 1.268 -4.527
H 0.603 0.804 -6.223
H 2.006 1.684 -5.604
C 3.436 3.091 -3.377
N 2.425 3.251 -2.330
C 2.504 4.465 -1.504
C 1.539 2.308 -2.100
N 0.791 1.446 -1.913
H 3.318 3.871 -4.128
H 3.331 2.120 -3.845
H 4.424 3.169 -2.928
H 2.341 5.342 -2.127
H 3.493 4.513 -1.049
H 1.754 4.431 -0.729
C -2.151 1.096 -6.328
C -1.794 2.334 -5.810
C -1.791 2.546 -4.435
C -2.155 1.524 -3.562
C -2.490 0.275 -4.091
C -2.495 0.062 -5.465
As -2.147 1.707 -1.625
C -1.785 3.615 -1.397
C -2.631 4.532 -2.023
C -2.503 5.891 -1.782
C -1.531 6.353 -0.902
C -0.698 5.448 -0.266
C -0.828 4.081 -0.504
C -4.067 1.870 -1.245
C -5.028 1.293 -2.060
C -6.386 1.478 -1.789
C -6.777 2.246 -0.708
C -5.811 2.824 0.116
C -4.467 2.632 -0.146
H -2.168 0.939 -7.400
H -1.512 3.140 -6.476
H -1.502 3.514 -4.051
H -2.760 -0.540 -3.432
H -2.769 -0.910 -5.860
H -3.414 4.184 -2.684
H -3.178 6.588 -2.265
H -1.439 7.414 -0.696
H 0.037 5.799 0.448
H -0.206 3.392 0.053
H -4.744 0.700 -2.918
H -7.128 1.028 -2.438
H -7.829 2.401 -0.504
H -6.110 3.432 0.960
H -3.725 3.076 0.503

Its lowest unoccupied orbital energy (spin up / spin down) is -2.224 / -4.407 eV. As for the orbital gap (spin up / spin down): 6.273 / 4.090 eV. Its multiplicity is 2. As for the charge: +1. The value obtained for the HOMO energy (spin up / spin down) is -0.3123 / -0.3122 Eh.

2:
A structure of composition C51H66AsBrHfN5O3SSbSi3. Source: the OMol25 dataset; level of theory: the ωB97M-V functional and the def2-TZVPD basis.

Cartesian coordinates (Å):
Hf -0.192 0.078 -0.114
O -2.370 -3.530 1.678
C -3.557 -2.879 1.900
C -4.602 -3.552 2.525
C -5.819 -2.933 2.740
C -6.008 -1.626 2.317
C -4.964 -0.959 1.701
C -3.717 -1.554 1.500
C -2.672 -0.714 0.799
O -1.370 -1.213 0.800
N -2.672 0.655 1.359
N -1.359 1.255 1.293
C -1.032 1.795 2.535
C -0.260 2.826 2.777
Br 1.949 1.057 1.007
C 0.504 3.842 3.078
C 0.029 5.217 3.327
C 0.952 6.217 3.618
C 0.537 7.518 3.861
C -0.812 7.835 3.820
C -1.742 6.841 3.537
C -1.326 5.546 3.292
H -2.448 -4.407 2.070
H -4.451 -4.576 2.845
H -6.617 -3.475 3.227
H -6.958 -1.131 2.460
H -5.114 0.054 1.347
H -3.014 -0.639 -0.263
H -2.985 0.620 2.327
H -1.455 1.280 3.404
H 1.578 3.689 3.157
H 2.006 5.971 3.653
H 1.268 8.283 4.087
H -1.140 8.846 4.019
H -2.796 7.082 3.505
H -2.048 4.771 3.067
O 1.107 -1.637 0.066
N 0.528 -2.824 -0.121
C 0.861 -3.807 0.728
C 0.326 -5.059 0.570
C -0.581 -5.273 -0.466
C -0.919 -4.237 -1.304
C -0.349 -2.974 -1.137
S -0.668 -1.605 -2.150
H 1.541 -3.510 1.512
H 0.602 -5.842 1.259
H -1.027 -6.247 -0.607
H -1.632 -4.366 -2.105
C 1.665 -4.716 -3.714
Si 3.172 -3.812 -3.052
C 3.759 -4.640 -1.479
C 4.539 -3.956 -4.331
Sb 2.682 -1.283 -2.666
Si 4.855 -0.669 -1.360
C 5.084 1.159 -1.081
C 4.591 -1.535 0.269
C 6.305 -1.358 -2.321
Si 2.225 -0.782 -5.187
C 1.019 -2.076 -5.771
C 3.852 -0.884 -6.115
C 1.441 0.887 -5.469
H 1.580 -5.680 -3.210
H 1.786 -4.909 -4.779
H 0.730 -4.183 -3.582
H 3.797 -5.712 -1.692
H 3.098 -4.496 -0.627
H 4.760 -4.325 -1.190
H 5.009 -4.933 -4.199
H 5.318 -3.202 -4.252
H 4.135 -3.918 -5.344
H 4.144 1.687 -0.942
H 5.667 1.624 -1.874
H 5.646 1.260 -0.151
H 3.947 -0.925 0.902
H 5.556 -1.663 0.766
H 4.128 -2.512 0.172
H 6.321 -1.048 -3.364
H 6.348 -2.445 -2.283
H 7.210 -0.971 -1.847
H 1.391 -3.093 -5.687
H 0.826 -1.871 -6.827
H 0.075 -2.011 -5.232
H 4.074 -1.897 -6.447
H 4.706 -0.527 -5.542
H 3.763 -0.252 -7.001
H 0.736 1.183 -4.695
H 0.865 0.794 -6.392
H 2.166 1.681 -5.623
C 3.162 3.675 -3.237
N 2.254 3.442 -2.123
C 2.208 4.456 -1.072
C 1.547 2.359 -2.027
N 0.792 1.486 -1.869
H 2.820 4.530 -3.822
H 3.199 2.795 -3.869
H 4.157 3.880 -2.849
H 1.833 5.393 -1.485
H 3.215 4.598 -0.678
H 1.551 4.123 -0.271
C -2.263 1.274 -6.299
C -1.856 2.479 -5.748
C -1.807 2.640 -4.371
C -2.181 1.600 -3.524
C -2.569 0.385 -4.088
C -2.612 0.223 -5.465
As -2.163 1.750 -1.578
C -1.780 3.642 -1.331
C -2.585 4.583 -1.974
C -2.399 5.936 -1.748
C -1.421 6.364 -0.859
C -0.637 5.433 -0.199
C -0.818 4.074 -0.430
C -4.077 1.839 -1.186
C -5.021 1.222 -1.993
C -6.374 1.307 -1.678
C -6.783 2.017 -0.564
C -5.837 2.641 0.243
C -4.492 2.551 -0.062
H -2.311 1.156 -7.373
H -1.576 3.303 -6.392
H -1.483 3.589 -3.962
H -2.862 -0.443 -3.452
H -2.933 -0.721 -5.884
H -3.374 4.260 -2.644
H -3.030 6.655 -2.253
H -1.287 7.419 -0.663
H 0.098 5.759 0.525
H -0.229 3.359 0.139
H -4.724 0.671 -2.876
H -7.102 0.820 -2.313
H -7.835 2.091 -0.323
H -6.151 3.199 1.116
H -3.760 3.027 0.580

Its lowest unoccupied orbital energy (spin up / spin down) is -2.087 / -4.372 eV. As for the orbital gap (spin up / spin down): 6.428 / 4.142 eV. Its multiplicity is 2. As for the charge: +1. The value obtained for the HOMO energy (spin up / spin down) is -0.3129 / -0.3129 Eh.

So which one is most stable? That would be 2, about 6.8 kcal/mol below the next structure.